58
Properties=species:S:1:pos:R:3:lowdin_charge:R:1 method="wB97M-V/def2-TZVPD" smiles="O=C(NCCCN1CCOCC1)C(=O)NC[C@@H]1OCCN1S(=O)(=O)c1ccc(Br)cc1" homo_energy_ev=-8.69 orbital_gap_ev=9.17 charge=0 largest_force_ev_per_a=1.0
O -0.31522 -0.12629 -0.61703 0.052
C 0.14307 -0.67427 0.37454 -0.404
N -0.43201 -0.78883 1.57062 0.099
H 0.10757 -1.30663 2.25604 0.146
C -1.77340 -0.37984 1.91029 -0.181
C -2.73267 -1.56916 1.99169 -0.148
H -2.28123 -2.38398 2.56056 0.113
H -3.63756 -1.24889 2.50711 0.105
C -3.08834 -2.04857 0.58136 -0.194
N -3.75117 -0.98085 -0.14495 -0.179
C -3.40366 -0.91130 -1.55281 -0.161
C -4.03972 0.34132 -2.15603 -0.193
O -5.43944 0.34097 -1.99735 -0.131
C -5.77191 0.26859 -0.63159 -0.195
C -5.19319 -0.99251 0.01102 -0.164
H -5.44129 -1.00389 1.07373 0.120
H -5.64323 -1.88201 -0.46757 0.130
H -6.86200 0.26445 -0.57961 0.125
H -5.37891 1.15152 -0.10504 0.119
H -3.85158 0.38952 -3.22983 0.126
H -3.61443 1.22848 -1.66579 0.091
H -2.31859 -0.83556 -1.64127 0.103
H -3.75622 -1.80006 -2.10656 0.131
H -3.70945 -2.95652 0.63757 0.123
H -2.16589 -2.30930 0.05689 0.117
H -1.74461 0.15443 2.86325 0.122
H -2.13340 0.28070 1.12041 0.070
C 1.53636 -1.30696 0.35312 -0.399
O 2.05195 -1.74905 1.36607 0.066
N 2.05250 -1.35400 -0.88188 0.097
C 3.41754 -1.72434 -1.12919 -0.072
H 3.50532 -2.25355 -2.07888 0.134
H 3.72531 -2.38137 -0.31245 0.132
C 4.34359 -0.47860 -1.14365 -0.342
N 4.01414 0.37504 -0.03073 -0.155
S 3.92707 2.03342 -0.32973 0.705
O 4.24541 2.29711 -1.70143 -0.273
O 4.62867 2.73099 0.70567 -0.270
C 2.17178 2.29628 -0.10790 -0.265
C 1.64824 2.29145 1.17077 -0.048
C 0.29532 2.51827 1.35197 -0.116
C -0.50174 2.73970 0.23928 -0.674
C 0.01608 2.73293 -1.04486 -0.112
C 1.37109 2.50853 -1.21338 -0.049
H 1.82351 2.50775 -2.19210 0.117
H -0.62817 2.89471 -1.89474 0.111
Br -2.34412 3.07420 0.48504 0.800
H -0.13588 2.52882 2.34128 0.107
H 2.30615 2.12686 2.00870 0.123
C 4.83673 -0.08046 1.07525 -0.134
H 4.24389 -0.75007 1.70466 0.110
H 5.16187 0.78540 1.64964 0.111
C 6.00457 -0.82217 0.38930 -0.132
H 6.95636 -0.29828 0.50179 0.125
O 5.68949 -0.84080 -0.99587 -0.057
H 6.10760 -1.84596 0.76559 0.122
H 4.22878 0.07836 -2.07891 0.149
H 1.52903 -0.85572 -1.59214 0.147


94
Properties=species:S:1:pos:R:3:lowdin_charge:R:1 method="wB97M-V/def2-TZVPD" smiles=CC[C@@H](F)B1OB(CCCCCOC)OB([C@@H](Br)[C@@H](C)Br)O1.CO.CO.CO.CO.CO.CO.CO.CO homo_energy_ev=-9.60 orbital_gap_ev=9.79 charge=0 largest_force_ev_per_a=1.0
C 5.20160 -2.63271 2.72002 -0.092
C 4.71130 -1.53577 1.77475 -0.186
C 3.20401 -1.64013 1.57207 -0.202
F 2.53486 -0.99970 2.65046 -0.027
B 2.68758 -1.03929 0.20735 -0.471
O 2.15958 -1.87651 -0.76338 0.300
B 0.90862 -1.42923 -1.19264 -0.496
C -0.33486 -2.35239 -1.09890 -0.049
C -0.93212 -2.20251 0.31985 -0.179
C -1.56642 -0.84251 0.60782 -0.184
C -1.62447 -0.51763 2.11577 -0.145
C -0.59405 0.51807 2.55549 -0.222
O -1.27357 1.73106 2.85627 -0.196
C -0.40336 2.80323 3.13941 -0.111
O 0.86808 -0.07833 -1.55832 0.285
B 1.74648 0.78906 -0.95829 -0.678
C 1.74939 2.34178 -1.26338 -0.605
Br 3.42527 2.76738 -2.16760 0.812
C 0.57724 2.94032 -2.02960 -0.763
C 0.30828 2.38492 -3.41692 -0.135
Br -0.99680 2.77246 -0.88609 0.821
O 2.68378 0.31404 -0.05893 0.302
H 4.47913 -2.75832 3.52855 0.079
H 5.20399 -3.55026 2.13385 0.051
H 6.18071 -2.41784 3.14370 0.072
H 5.21908 -1.61821 0.81012 0.121
H 4.89974 -0.54616 2.19745 0.123
H 2.91237 -2.69612 1.61976 0.139
H 0.00855 -3.38395 -1.20310 0.100
H -1.08136 -2.18717 -1.87656 0.117
H -1.70667 -2.95896 0.45536 0.103
H -0.15565 -2.43288 1.06024 0.122
H -2.57124 -0.82999 0.18072 0.120
H -1.01875 -0.04374 0.10532 0.060
H -2.62073 -0.14464 2.34918 0.115
H -1.47310 -1.45284 2.65743 0.101
H -0.04544 0.18849 3.44568 0.123
H 0.13404 0.71215 1.75428 0.112
H 0.60489 2.45846 3.38885 0.091
H -0.33643 3.47631 2.27640 0.054
H -0.79346 3.36162 3.99228 0.088
H 1.81749 2.85904 -0.30585 0.087
H 0.73504 4.01464 -2.09813 0.083
H -0.27282 3.09982 -3.99670 0.083
H -0.25689 1.45678 -3.36656 0.071
H 1.25364 2.19277 -3.92548 0.064
C -0.24614 -5.61122 -3.49647 -0.149
O -1.30942 -4.79794 -3.00712 -0.131
H 0.68868 -5.14554 -3.18832 0.073
H -0.29971 -6.61783 -3.08139 0.058
H -0.26088 -5.66768 -4.58795 0.080
H -2.13509 -5.20119 -3.29187 0.071
C -1.96798 -9.02235 -1.22981 -0.151
O -2.09252 -7.95934 -2.16659 -0.134
H -1.43854 -9.82729 -1.73403 0.079
H -1.39206 -8.72160 -0.35074 0.077
H -2.94318 -9.39526 -0.90708 0.076
H -2.55688 -7.23600 -1.73416 0.070
C 0.33331 6.82911 1.69925 -0.145
O 0.20470 6.13933 0.45693 -0.141
H 0.71226 7.82362 1.47992 0.088
H -0.63069 6.92497 2.20631 0.078
H 1.03172 6.32352 2.37089 0.079
H -0.12817 5.25441 0.64153 0.023
C -3.56915 6.15311 0.26983 -0.154
O -2.65096 7.22704 0.40647 -0.125
H -4.56120 6.58138 0.15068 0.061
H -3.34959 5.54246 -0.61085 0.071
H -3.57364 5.50947 1.15672 0.078
H -1.77125 6.84508 0.50998 0.016
C -3.41781 -5.06214 2.44092 -0.157
O -3.27710 -3.65032 2.49711 -0.129
H -2.98994 -5.38378 1.49313 0.070
H -2.87849 -5.55844 3.25213 0.078
H -4.46666 -5.36932 2.47323 0.076
H -3.64365 -3.34477 3.33232 0.079
C 4.29328 6.07165 -4.78856 -0.171
O 3.59874 6.45780 -3.61387 -0.132
H 4.13375 6.85723 -5.52418 0.077
H 5.36886 5.97335 -4.61498 0.075
H 3.91224 5.13095 -5.19735 0.071
H 3.72777 5.77127 -2.95248 0.030
C 4.56782 -5.80683 -0.33580 -0.142
O 4.37945 -4.50467 0.20242 -0.130
H 5.49488 -6.19098 0.08368 0.080
H 3.75310 -6.48098 -0.05910 0.078
H 4.65944 -5.78571 -1.42466 0.078
H 3.56407 -4.14230 -0.16214 0.067
C -7.10346 5.93833 1.49126 -0.173
O -7.17449 5.32634 0.21138 -0.126
H -6.70212 6.93837 1.34489 0.074
H -8.08844 6.02356 1.95827 0.074
H -6.43586 5.38877 2.16063 0.076
H -7.52556 4.43776 0.31757 0.073


16
Properties=species:S:1:pos:R:3:lowdin_charge:R:1 method="wB97M-V/def2-TZVPD" smiles="S=C1CC[C@H]2SC[C@@H]12" e_above_lowest_kj_mol=115.3 homo_energy_ev=-8.62 orbital_gap_ev=8.23 charge=0 largest_force_ev_per_a=2.3
C 1.30908 -0.08960 -0.14186 -0.716
C 0.87442 1.23205 -0.72986 -0.163
C -0.50080 1.55858 0.03974 -0.174
C -1.03937 0.23325 0.50359 -0.521
C -0.58848 -1.93144 -0.08542 -0.382
C 0.16291 -0.76287 0.56890 -0.424
H 0.76302 1.19005 -1.79630 0.109
H 1.68226 1.94254 -0.49141 0.114
H -0.14544 2.14262 0.94706 0.131
H -1.18206 2.13658 -0.64112 0.120
H -1.49830 0.24085 1.49475 0.105
H -0.88885 -2.62623 0.66527 0.069
H -0.14500 -2.34600 -0.94226 0.049
H 0.51762 -1.06911 1.55700 0.134
S 2.70014 -0.96112 -0.28915 0.714
S -2.02113 -0.89015 -0.65893 0.834